1 | {
  "formula": "C2H7N3O",
  "method": "ωB97M-V/def2-TZVPD",
  "homo_ha": [-0.54363, -0.50762],
  "spin_multiplicity": 2,
  "charge": 1,
  "molar_mass_g_mol": 89.098,
  "elements": ["N", "C", "N", "H", "H", "H", "H", "C", "N", "O", "H", "H", "H"],
  "positions_angstrom": [[-2.328, -0.038, 0.788], [-1.414, -1.013, 0.847], [-0.199, -0.913, 1.305], [-3.243, -0.373, 0.515], [-2.178, 0.965, 0.673], [-1.749, -2.010, 0.567], [-0.012, -0.069, 1.858], [1.519, 0.801, -1.201], [1.570, -0.527, -1.022], [0.805, 1.549, -0.570], [2.178, 1.143, -2.021], [1.070, -0.891, -0.222], [2.318, -1.050, -1.455]],
  "lowdin_charge": [0.25, -0.19, 0.21, 0.14, 0.16, 0.16, 0.11, -0.37, 0.15, 0.06, 0.16, 0.05, 0.12]
}



2 | {
  "formula": "C2H7N3O",
  "method": "ωB97M-V/def2-TZVPD",
  "homo_ha": [-0.53246, -0.53137],
  "spin_multiplicity": 2,
  "charge": 1,
  "molar_mass_g_mol": 89.098,
  "elements": ["N", "C", "N", "H", "H", "H", "H", "C", "N", "O", "H", "H", "H"],
  "positions_angstrom": [[-0.612, -1.366, -1.145], [-1.579, -1.379, -0.300], [-1.623, -0.574, 0.769], [-0.763, -1.740, -2.077], [0.227, -0.760, -1.034], [-2.339, -2.158, -0.421], [-1.982, -1.084, 1.587], [1.541, 1.010, 0.508], [0.663, 2.039, 0.404], [1.568, 0.018, -0.207], [2.284, 1.094, 1.303], [-0.260, 1.818, 0.054], [0.608, 2.614, 1.236]],
  "lowdin_charge": [0.24, -0.18, 0.27, 0.16, 0.10, 0.17, 0.12, -0.35, 0.14, -0.02, 0.14, 0.09, 0.11]
}



Energy ordering: 2 at the bottom, the next structure 57.9 kJ/mol above.



1 | {
  "formula": "C3H2LaO3",
  "method": "ωB97M-V/def2-TZVPD",
  "homo_ha": [-0.59365, -0.62132],
  "spin_multiplicity": 2,
  "charge": 2,
  "molar_mass_g_mol": 224.952,
  "elements": ["O", "C", "C", "O", "La", "H", "C", "O", "H"],
  "positions_angstrom": [[2.150, -0.475, -0.067], [0.948, -0.931, -0.060], [-0.084, -0.062, 0.270], [0.159, 1.340, 0.195], [2.564, 1.805, 0.250], [0.724, -1.928, -0.457], [-1.209, 0.425, -0.350], [-2.484, 0.189, -0.262], [-2.769, -0.363, 0.481]],
  "lowdin_charge": [-0.28, -0.17, -0.24, -0.31, 2.42, 0.17, 0.02, 0.22, 0.17]
}



2 | {
  "formula": "C3H2LaO3",
  "method": "ωB97M-V/def2-TZVPD",
  "homo_ha": [-0.59314, -0.59597],
  "spin_multiplicity": 2,
  "charge": 2,
  "molar_mass_g_mol": 224.952,
  "elements": ["H", "C", "C", "O", "C", "O", "O", "La", "H"],
  "positions_angstrom": [[-2.007, 0.063, 1.045], [-1.271, 0.897, 0.178], [-1.492, -0.433, -0.209], [-0.221, -1.054, -0.252], [0.678, -0.122, -0.100], [0.070, 1.028, 0.287], [1.877, -0.286, -0.110], [4.526, 0.603, 0.193], [-2.159, -0.697, -1.032]],
  "lowdin_charge": [0.27, -0.03, -0.04, 0.16, -0.55, 0.10, -0.06, 1.97, 0.18]
}



Energy ordering: 1 at the bottom, the next structure 106.6 kJ/mol above.



1 | {
  "formula": "C5H10N2",
  "method": "ωB97M-V/def2-TZVPD",
  "homo_ha": -0.31935,
  "charge": 0,
  "molar_mass_g_mol": 98.149,
  "elements": ["C", "C", "N", "C", "C", "C", "N", "H", "H", "H", "H", "H", "H", "H", "H", "H", "H"],
  "positions_angstrom": [[-0.074, -0.551, -1.619], [2.044, -0.323, -0.474], [0.638, 0.037, -0.492], [-0.445, 0.820, 1.644], [-1.551, 0.925, 0.749], [0.066, -0.148, 0.786], [-2.820, 0.730, 0.797], [-3.136, 0.461, 1.731], [-0.490, 0.746, 2.723], [-1.113, 1.680, 0.040], [0.406, -1.061, 1.287], [0.369, -0.178, -2.543], [-0.022, -1.651, -1.621], [2.211, -1.402, -0.330], [2.543, 0.218, 0.330], [2.500, -0.037, -1.423], [-1.124, -0.266, -1.586]],
  "lowdin_charge": [-0.08, -0.09, -0.27, 0.00, -0.42, -0.13, 0.07, 0.03, 0.10, 0.15, 0.13, 0.09, 0.09, 0.09, 0.09, 0.09, 0.08]
}



2 | {
  "formula": "C5H10N2",
  "method": "ωB97M-V/def2-TZVPD",
  "homo_ha": -0.31040,
  "charge": 0,
  "smiles": "[H]/N=C(\\C)N1CCC1",
  "molar_mass_g_mol": 98.149,
  "elements": ["H", "N", "C", "C", "N", "C", "C", "C", "H", "H", "H", "H", "H", "H", "H", "H", "H"],
  "positions_angstrom": [[-2.460, -2.117, -0.182], [-1.471, -1.515, 0.208], [-1.222, -0.337, -0.353], [-1.858, 0.984, -0.096], [0.049, -0.030, -0.329], [1.066, -1.139, -0.140], [2.059, -0.046, -0.070], [0.797, 0.971, 0.137], [-1.808, 1.215, 1.120], [-1.341, 1.962, -0.771], [-3.013, 0.551, -0.170], [1.001, -1.928, -0.849], [1.136, -1.348, 1.068], [2.938, -0.382, 0.629], [2.576, 0.012, -1.054], [0.674, 1.105, 1.257], [0.878, 2.040, -0.403]],
  "lowdin_charge": [0.13, 0.05, -0.56, -0.09, -0.19, -0.15, -0.18, -0.20, 0.13, 0.15, 0.12, 0.10, 0.16, 0.13, 0.10, 0.13, 0.15]
}



3 | {
  "formula": "C5H10N2",
  "method": "ωB97M-V/def2-TZVPD",
  "homo_ha": -0.28700,
  "charge": 0,
  "molar_mass_g_mol": 98.149,
  "elements": ["C", "C", "C", "C", "N", "C", "N", "H", "H", "H", "H", "H", "H", "H", "H", "H", "H"],
  "positions_angstrom": [[0.625, 1.979, -0.517], [-1.394, -1.377, -0.534], [0.392, 0.211, 1.728], [0.239, 0.548, -0.265], [1.382, -0.375, -0.110], [-0.985, 0.060, -0.623], [0.048, -0.672, 2.460], [1.251, -1.301, -0.500], [2.276, 0.035, -0.344], [0.303, -1.621, 2.667], [-1.774, 0.789, -0.744], [-0.256, 2.622, -0.551], [1.245, 2.348, 0.303], [1.174, 2.066, -1.450], [-2.463, -1.480, -0.687], [-1.170, -1.819, 0.449], [-0.894, -2.012, -1.283]],
  "lowdin_charge": [-0.07, -0.12, -0.03, -0.53, 0.04, -0.15, 0.08, 0.08, 0.09, 0.07, 0.10, 0.08, 0.07, 0.08, 0.06, 0.06, 0.07]
}



Energy ordering: 3 at the bottom, the next structure 125.5 kJ/mol above.



1 | {
  "formula": "C5H10N2",
  "method": "ωB97M-V/def2-TZVPD",
  "homo_ha": -0.28877,
  "charge": 0,
  "smiles": "C=CC/C=C\\NN",
  "molar_mass_g_mol": 98.149,
  "elements": ["C", "C", "C", "C", "C", "N", "N", "H", "H", "H", "H", "H", "H", "H", "H", "H", "H"],
  "positions_angstrom": [[1.963, 1.392, 0.209], [1.393, 0.367, -0.438], [1.375, -0.999, 0.068], [-0.036, -1.528, -0.006], [-1.128, -0.791, -0.049], [-1.302, 0.515, 0.153], [-2.551, 1.107, 0.103], [2.029, 2.358, -0.325], [2.531, 1.041, 1.121], [0.821, 0.531, -1.294], [1.905, -1.272, 0.981], [1.913, -1.589, -0.710], [-0.008, -2.581, -0.092], [-2.000, -1.369, -0.355], [-0.717, 1.051, 0.901], [-2.891, 1.187, -0.916], [-3.296, 0.582, 0.649]],
  "lowdin_charge": [-0.01, -0.25, -0.23, -0.13, -0.22, -0.16, -0.05, 0.06, 0.08, 0.09, 0.11, 0.12, 0.08, 0.12, 0.18, 0.11, 0.09]
}



2 | {
  "formula": "C5H10N2",
  "method": "ωB97M-V/def2-TZVPD",
  "homo_ha": [-0.26585, -0.26584],
  "charge": 0,
  "molar_mass_g_mol": 98.149,
  "elements": ["C", "C", "C", "C", "C", "N", "N", "H", "H", "H", "H", "H", "H", "H", "H", "H", "H"],
  "positions_angstrom": [[-0.100, 0.449, -1.424], [-0.197, -1.970, 0.265], [1.474, 1.671, 0.809], [-1.081, -0.919, -0.341], [0.185, 0.931, 0.924], [-0.506, 0.563, -0.119], [-2.287, -1.149, -0.631], [-2.791, -0.359, -1.022], [-0.840, 0.447, -2.206], [0.889, 0.788, -1.712], [-0.238, 0.692, 1.890], [-0.386, -2.913, -0.244], [-0.431, -2.103, 1.322], [0.857, -1.713, 0.171], [1.413, 2.462, 0.055], [1.749, 2.118, 1.764], [2.290, 1.006, 0.499]],
  "lowdin_charge": [-0.03, -0.04, -0.08, -0.44, -0.17, -0.12, 0.11, 0.05, 0.07, 0.06, 0.12, 0.08, 0.08, 0.08, 0.08, 0.07, 0.08]
}



Energy ordering: 1 at the bottom, the next structure 43.4 kJ/mol above.



1 | {
  "formula": "C5H10N2",
  "method": "ωB97M-V/def2-TZVPD",
  "homo_ha": -0.31709,
  "charge": 0,
  "smiles": "C=N/C=C/CCN",
  "molar_mass_g_mol": 98.149,
  "elements": ["C", "N", "C", "C", "C", "C", "N", "H", "H", "H", "H", "H", "H", "H", "H", "H", "H"],
  "positions_angstrom": [[2.839, 0.718, 0.986], [2.637, -0.379, 0.380], [1.356, -0.858, 0.194], [0.515, -0.469, -0.777], [-0.933, -0.867, -0.832], [-1.887, -0.136, 0.084], [-1.940, 1.306, -0.041], [1.900, 1.273, 1.168], [3.796, 1.214, 0.996], [1.039, -1.478, 1.040], [0.903, 0.085, -1.620], [-1.240, -0.990, -1.882], [-1.050, -1.928, -0.519], [-2.910, -0.580, -0.015], [-1.704, -0.398, 1.124], [-1.901, 1.704, -0.957], [-1.418, 1.782, 0.671]],
  "lowdin_charge": [-0.03, -0.03, -0.20, -0.11, -0.24, -0.31, 0.00, 0.08, 0.06, 0.12, 0.10, 0.11, 0.11, 0.11, 0.11, 0.06, 0.05]
}



2 | {
  "formula": "C5H10N2",
  "method": "ωB97M-V/def2-TZVPD",
  "homo_ha": -0.36557,
  "charge": 0,
  "smiles": "C[C@@H]1C=N1.C1=NC1.[H][H]",
  "molar_mass_g_mol": 98.149,
  "elements": ["C", "C", "C", "N", "H", "H", "H", "H", "H", "C", "N", "C", "H", "H", "H", "H", "H"],
  "positions_angstrom": [[0.571, -1.497, -1.272], [-0.774, -1.719, -0.626], [-1.645, -0.650, -0.188], [-1.023, -1.166, 0.772], [1.286, -2.253, -0.928], [0.972, -0.505, -1.034], [0.491, -1.584, -2.362], [-1.216, -2.701, -0.803], [-2.372, 0.139, -0.350], [-0.308, 2.447, -0.203], [0.825, 1.923, -0.318], [0.276, 2.143, 1.085], [-1.098, 2.830, -0.838], [0.754, 2.927, 1.671], [-0.021, 1.246, 1.628], [1.292, -0.908, 1.823], [1.989, -0.673, 1.942]],
  "lowdin_charge": [-0.09, -0.33, -0.13, 0.13, 0.07, 0.04, 0.07, 0.11, 0.11, -0.18, 0.10, -0.17, 0.10, 0.08, 0.04, 0.00, 0.04]
}



Energy ordering: 1 at the bottom, the next structure 311.5 kJ/mol above.